Formula: C3H5FN4
Source: the OMol25 dataset
Level of theory: ωB97M-V with the def2-TZVPD basis set

The geometry in XYZ format:
```
13
Properties=species:S:1:pos:R:3:forces:R:3:mulliken_charge:R:1
C 1.069 0.273 -0.142 -0.5 -0.3 -0.2 0.26
C 0.620 1.346 -0.784 0.4 0.4 -0.4 -0.40
C -1.195 0.112 -0.100 -0.2 0.2 -0.8 0.27
H 0.483 -1.294 1.932 -0.1 -0.1 -0.1 0.23
H 0.532 -2.395 0.661 -0.7 0.8 0.8 0.27
H 1.188 2.077 -1.365 -0.4 -0.3 0.5 0.36
H -1.372 2.065 -0.813 0.4 -0.9 -0.1 0.28
H -2.255 -1.082 0.759 -0.5 0.0 0.0 0.30
N 0.000 -1.604 1.090 1.0 -0.9 -0.6 -0.72
N -0.004 -0.583 0.143 0.3 0.3 0.3 0.32
N -0.789 1.217 -0.865 -0.6 0.7 0.4 -0.22
N -2.379 -0.219 0.225 0.6 0.1 0.2 -0.71
F 2.296 -0.160 0.093 0.1 0.0 -0.1 -0.26
```
Forces are in eV/Å.

## Properties
- max |F| (eV Å⁻¹) = 1.482
- SMILES string = [H]/N=c1/[nH]cc(F)n1N
- relative energy (zero: lowest compared OMol25 entry of this formula, charge and spin) (kcal/mol) = 25.4
- highest occupied orbital energy (Ha) = -0.28847
- total charge = 0

Formula: C3H5FOS
Source: the OMol25 dataset
Level of theory: ωB97M-V with the def2-TZVPD basis set

The geometry in XYZ format:
```
11
Properties=species:S:1:pos:R:3:forces:R:3:mulliken_charge:R:1
C 0.418 -0.739 0.975 -2.5 0.3 -0.2 -0.63
C 0.502 -0.437 -0.523 -1.1 0.4 0.4 0.53
C -0.668 0.439 -1.209 2.2 -1.9 0.1 -0.25
H 0.005 1.588 1.351 0.5 -0.7 0.7 0.15
H 1.113 -1.498 1.223 0.9 -0.6 0.1 0.34
H -0.604 -1.168 1.202 0.9 0.5 -0.3 0.29
H -1.446 -0.226 -1.562 -0.3 -0.3 0.0 0.25
H -0.260 0.982 -2.029 0.5 0.1 -0.8 0.31
O 1.380 -0.930 -1.163 0.2 0.1 -0.8 -0.50
F -1.147 1.336 -0.347 -1.2 1.1 1.4 -0.28
S 0.709 0.653 2.084 -0.2 1.0 -0.4 -0.22
```
Forces are in eV/Å.

## Properties
- max |F| (eV Å⁻¹) = 2.934
- SMILES string = O=C(CF)CS
- relative energy (zero: lowest compared OMol25 entry of this formula, charge and spin) (kcal/mol) = 11.9
- highest occupied orbital energy (Ha) = -0.33839
- total charge = 0

Formula: C3H5FOS
Source: the OMol25 dataset
Level of theory: ωB97M-V with the def2-TZVPD basis set

The geometry in XYZ format:
```
11
Properties=species:S:1:pos:R:3:forces:R:3:mulliken_charge:R:1
C 0.813 0.863 -0.364 0.9 4.1 -0.1 0.36
C -0.589 0.467 -0.144 1.2 -1.3 0.9 -0.64
C -0.477 -0.840 0.646 -0.2 1.1 -0.9 -0.32
H 1.305 -0.818 -0.979 -0.9 -2.4 -0.5 0.33
H -1.112 0.177 -1.025 -0.2 0.0 -1.1 0.33
H -1.201 1.171 0.409 0.4 0.2 0.0 0.34
H -0.197 -0.601 1.669 0.0 -0.5 0.2 0.27
H 0.213 -1.562 0.165 -0.5 0.1 0.6 0.31
O 1.669 0.026 -0.932 0.9 1.9 0.2 -0.41
F -1.749 -1.287 0.525 -1.3 -1.7 0.9 -0.28
S 1.324 2.404 0.031 -0.3 -1.5 -0.3 -0.29
```
Forces are in eV/Å.

## Properties
- max |F| (eV Å⁻¹) = 4.199
- SMILES string = OC(=S)CCF
- relative energy (zero: lowest compared OMol25 entry of this formula, charge and spin) (kcal/mol) = 17.5
- highest occupied orbital energy (Ha) = -0.32007
- total charge = 0